No. 1
Density functional theory data (the ωB97M-V functional and the def2-TZVPD basis) for a molecular structure, C14H14F5N5O7P2S2V.

E_tot, eV: -116059.143
HOMO (alpha / beta), eV: -6.4 / -5.8
Spin multiplicity: 2
ΔE to the lowest compared entry with this formula, charge and spin, kJ/mol: 33.0
Largest force on an atom, eV/Å: 0.44
Net charge: 0

```
50
C14H14F5N5O7P2S2V (the ωB97M-V functional and the def2-TZVPD basis)
V -0.402 -0.337 -0.713
N 3.020 2.444 -1.742
C 2.366 1.967 -0.455
C 2.852 2.780 0.733
P 2.781 0.145 -0.394
O 4.005 0.023 0.632
O 1.584 -0.520 0.194
O 3.258 -0.148 -1.778
P 0.551 2.153 -0.747
O 0.493 3.729 -1.107
O -0.256 1.821 0.464
O 0.253 1.368 -1.992
H 3.958 2.801 -1.565
H 2.468 3.165 -2.211
H 3.105 1.568 -2.315
H 3.927 2.660 0.884
H 2.345 2.422 1.629
H 2.621 3.841 0.617
H 3.708 -0.302 1.492
H 0.114 4.251 -0.390
N -3.241 1.792 -0.857
C -3.425 0.507 -1.283
N -2.436 -0.320 -1.452
C -2.868 -1.573 -1.837
C -4.201 -1.688 -2.024
S -4.971 -0.176 -1.657
C -1.824 -2.591 -1.985
C -1.960 -3.924 -2.139
S -0.393 -4.646 -2.319
C 0.339 -3.086 -2.133
N -0.527 -2.121 -1.957
N 1.669 -2.891 -2.226
H -2.386 1.882 -0.309
H -4.036 2.218 -0.408
H -4.769 -2.546 -2.339
H -2.855 -4.520 -2.137
H 2.295 -3.659 -2.071
H 2.036 -1.961 -2.055
F -0.471 0.435 5.868
C -0.619 -0.046 4.624
C -1.641 0.408 3.811
F -2.485 1.346 4.264
C -1.785 -0.094 2.534
F -2.775 0.388 1.759
C -0.923 -1.062 1.995
O -1.047 -1.499 0.769
C 0.096 -1.506 2.854
F 0.960 -2.436 2.424
C 0.247 -1.009 4.135
F 1.244 -1.454 4.913
```

Okay, here come the natural (NBO) numbers, in e, for every atom: number 1, V, carries 1.1492; number 2, N, carries -0.7080; number 3, C, carries -0.6387; number 4, C, carries -0.6398; number 5, P, carries 2.3913; number 6, O, carries -0.9964; number 7, O, carries -1.1291; number 8, O, carries -1.1504; number 9, P, carries 2.3626; number 10, O, carries -1.0154; number 11, O, carries -1.1057; number 12, O, carries -1.1116; number 13, H, carries 0.4213; number 14, H, carries 0.4399; number 15, H, carries 0.4951; number 16, H, carries 0.2260; number 17, H, carries 0.2604; number 18, H, carries 0.2143; number 19, H, carries 0.5193; number 20, H, carries 0.5192; number 21, N, carries -0.7880; number 22, C, carries 0.2918; number 23, N, carries -0.5362; number 24, C, carries 0.1270; number 25, C, carries -0.4309; number 26, S, carries 0.3934; number 27, C, carries 0.1222; number 28, C, carries -0.4234; number 29, S, carries 0.3857; number 30, C, carries 0.2924; number 31, N, carries -0.5533; number 32, N, carries -0.7835; number 33, H, carries 0.4227; number 34, H, carries 0.3921; number 35, H, carries 0.2459; number 36, H, carries 0.2444; number 37, H, carries 0.4012; number 38, H, carries 0.4335; number 39, F, carries -0.2994; number 40, C, carries 0.2313; number 41, C, carries 0.2606; number 42, F, carries -0.3003; number 43, C, carries 0.3046; number 44, F, carries -0.3235; number 45, C, carries 0.2344; number 46, O, carries -0.7822; number 47, C, carries 0.2712; number 48, F, carries -0.3002; number 49, C, carries 0.2646; number 50, F, carries -0.3014

***

No. 2
Density functional theory data (the ωB97M-V functional and the def2-TZVPD basis) for a molecular structure, C3H6MnN4SSe3Te.

E_tot, eV: -254648.847
HOMO (alpha / beta), eV: -10.9 / -10.9
Spin multiplicity: 1
Largest force on an atom, eV/Å: 0.82
Net charge: +1

```
19
C3H6MnN4SSe3Te (the ωB97M-V functional and the def2-TZVPD basis)
Mn 0.047 -0.409 0.055
Se -0.933 -2.042 -1.169
Se 0.372 -3.112 -2.700
Te 2.606 -2.037 -2.446
Se 2.119 -0.419 -0.666
C -2.413 4.146 -0.014
C -1.870 3.302 1.073
N -1.909 3.555 2.339
N -1.297 2.493 2.944
C -0.874 1.571 2.085
S -0.073 0.096 2.302
N -1.233 2.084 0.880
N -0.936 1.381 -0.293
H -2.849 5.037 0.429
H -3.188 3.618 -0.571
H -1.627 4.449 -0.708
H -1.204 2.470 3.948
H -1.795 1.207 -0.815
H -0.306 1.928 -0.877
```

Okay, here come the natural (NBO) numbers, in e, for every atom: number 1, Mn, carries 0.3025; number 2, Se, carries -0.0311; number 3, Se, carries -0.0394; number 4, Te, carries 0.3781; number 5, Se, carries -0.1261; number 6, C, carries -0.6744; number 7, C, carries 0.3700; number 8, N, carries -0.2101; number 9, N, carries -0.3426; number 10, C, carries 0.2444; number 11, S, carries -0.0679; number 12, N, carries -0.2379; number 13, N, carries -0.6254; number 14, H, carries 0.2805; number 15, H, carries 0.2458; number 16, H, carries 0.2457; number 17, H, carries 0.4507; number 18, H, carries 0.4182; number 19, H, carries 0.4188

***

No. 3
Density functional theory data (the ωB97M-V functional and the def2-TZVPD basis) for 2 unconnected molecules or ions with the total composition C5H10N2O.

E_tot, eV: -10372.249
HOMO, eV: -7.7
Spin multiplicity: 1
ΔE to the lowest compared entry with this formula, charge and spin, kJ/mol: 294.9
Largest force on an atom, eV/Å: 2.09
Net charge: 0

```
18
C5H10N2O (the ωB97M-V functional and the def2-TZVPD basis)
C -0.490 -1.567 -0.998
C -1.334 0.674 -0.507
N -0.272 -0.290 -0.356
C 0.006 -0.844 2.065
C 1.034 0.171 -0.192
C 1.387 1.468 -0.116
O 1.984 -0.798 -0.405
N -0.581 -0.095 2.740
H 2.850 -0.384 -0.303
H -1.175 0.604 3.142
H -0.542 -1.471 -2.090
H -1.424 -1.993 -0.632
H 0.326 -2.235 -0.744
H -1.313 1.381 0.326
H -2.287 0.144 -0.486
H -1.260 1.238 -1.448
H 0.673 2.263 -0.043
H 2.417 1.733 0.047
```

Okay, here come the natural (NBO) numbers, in e, for every atom: number 1, C, carries -0.4042; number 2, C, carries -0.4024; number 3, N, carries -0.4451; number 4, C, carries 0.2989; number 5, C, carries 0.5245; number 6, C, carries -0.6637; number 7, O, carries -0.6894; number 8, N, carries -0.7630; number 9, H, carries 0.4898; number 10, H, carries 0.4412; number 11, H, carries 0.1785; number 12, H, carries 0.1950; number 13, H, carries 0.2379; number 14, H, carries 0.1995; number 15, H, carries 0.2055; number 16, H, carries 0.1902; number 17, H, carries 0.2080; number 18, H, carries 0.1988

***

No. 4
Density functional theory data (the ωB97M-V functional and the def2-TZVPD basis) for 2 unconnected molecules or ions with the total composition C4H7NO.

E_tot, eV: -7797.569
HOMO, eV: -9.1
Spin multiplicity: 1
ΔE to the lowest compared entry with this formula, charge and spin, kJ/mol: 200.2
Largest force on an atom, eV/Å: 1.03
SMILES string: [H]/N=C/C.C=C=O
Net charge: 0

```
13
C4H7NO (the ωB97M-V functional and the def2-TZVPD basis)
C 0.695 -0.406 1.474
C -0.564 0.397 1.366
N -0.676 1.356 0.539
C 0.235 0.208 -2.329
C -0.081 -0.962 -1.829
O -0.362 -1.999 -1.364
H 1.104 -0.338 2.488
H 1.435 -0.038 0.759
H 0.491 -1.464 1.271
H -1.378 0.104 2.044
H -1.601 1.783 0.608
H 0.182 1.061 -1.659
H 0.521 0.297 -3.368
```

Okay, here come the natural (NBO) numbers, in e, for every atom: number 1, C, carries -0.6888; number 2, C, carries 0.1542; number 3, N, carries -0.6435; number 4, C, carries -0.8031; number 5, C, carries 0.7239; number 6, O, carries -0.4830; number 7, H, carries 0.2278; number 8, H, carries 0.2311; number 9, H, carries 0.2353; number 10, H, carries 0.1502; number 11, H, carries 0.3402; number 12, H, carries 0.2956; number 13, H, carries 0.2602

***

No. 5
Density functional theory data (the ωB97M-V functional and the def2-TZVPD basis) for C3H6ClF in the gas phase.

E_tot, eV: -18447.095
HOMO, eV: -10.8
Spin multiplicity: 1
ΔE to the lowest compared entry with this formula, charge and spin, kJ/mol: 102.2
Largest force on an atom, eV/Å: 10.49
SMILES string: CC[C@H](F)Cl
Net charge: 0

```
11
C3H6ClF (the ωB97M-V functional and the def2-TZVPD basis)
C -1.349 -0.207 0.147
C -0.004 -0.392 -0.507
C 1.167 0.391 0.291
H -2.094 -0.702 -0.563
H -1.550 -0.511 1.189
H -1.678 0.822 0.125
H 0.383 -1.450 -0.450
H 0.016 0.123 -1.302
H 1.237 0.524 1.369
F 0.972 1.615 -0.243
Cl 2.900 -0.213 -0.056
```

Okay, here come the natural (NBO) numbers, in e, for every atom: number 1, C, carries -0.6249; number 2, C, carries -0.4011; number 3, C, carries 0.2525; number 4, H, carries 0.2184; number 5, H, carries 0.2188; number 6, H, carries 0.2147; number 7, H, carries 0.2169; number 8, H, carries 0.2069; number 9, H, carries 0.1834; number 10, F, carries -0.3548; number 11, Cl, carries -0.1309